1.
Computed, not measured: a cluster of 5 separate species, C16H31N2O18S4 in total at a distorted geometry, with ωB97M-V/def2-TZVPD.

- 2S+1: 1
- Maximum force: 1.2 eV/Å
- Total charge: +1
- Orbital gap: 0.3924 Eh
- LUMO: -2.27 eV

Element x y z (Å)
C (4.12885, 0.95710, -4.66005)
C (3.40569, 0.31590, -3.77056)
N (3.53667, 0.57035, -2.31847)
C (2.40431, 0.01320, -1.51550)
C (1.03018, 0.52200, -1.89348)
O (0.53317, -0.11080, -3.07274)
C (0.26325, 0.70705, -4.11725)
O (0.21285, 0.30328, -5.24131)
C (4.81457, -0.08166, -1.83534)
C (5.30039, 0.50842, -0.51662)
C (5.15678, 1.99080, -0.25949)
N (5.84623, -0.21536, 0.35357)
H (4.25268, 0.49520, -5.63091)
H (4.57717, 1.93169, -4.49449)
H (2.68853, -0.44368, -4.05863)
H (3.64438, 1.57550, -2.16079)
H (2.57282, 0.33261, -0.48179)
H (2.42291, -1.07674, -1.52707)
H (0.37499, 0.23812, -1.07050)
H (0.97285, 1.61260, -1.93520)
H (0.05497, 1.76556, -3.88143)
H (4.60674, -1.14232, -1.68992)
H (5.58496, -0.00423, -2.60078)
H (4.31979, 2.19604, 0.41445)
H (5.03532, 2.55403, -1.19026)
H (6.06980, 2.32710, 0.22990)
H (5.89205, -1.19558, 0.07379)
C (0.41554, -5.25835, -4.85770)
C (1.88715, -5.61042, -4.79271)
O (2.51605, -4.37703, -4.39304)
S (1.54873, -3.56632, -3.42749)
O (1.91686, -3.79263, -2.07194)
O (1.43475, -2.23176, -3.90254)
O (0.21975, -4.37088, -3.73886)
H (0.16667, -4.71825, -5.77172)
H (-0.23176, -6.12427, -4.75775)
H (2.28903, -5.93860, -5.74617)
H (2.09095, -6.36371, -4.03060)
C (-0.62526, 1.25593, 3.47980)
C (-1.21137, 2.60507, 3.12678)
O (-0.13789, 3.26979, 2.40372)
S (0.69068, 2.21087, 1.59745)
O (0.26206, 2.17468, 0.23354)
O (2.07770, 2.38465, 1.86517)
O (0.15448, 0.90191, 2.30567)
H (0.04937, 1.31112, 4.33431)
H (-1.40670, 0.51743, 3.64912)
H (-1.49069, 3.19279, 3.99664)
H (-2.07211, 2.49194, 2.46175)
C (-5.82075, 1.62543, 6.48595)
C (-5.14182, 0.69077, 5.50496)
O (-4.04829, 1.46531, 4.98836)
S (-3.50112, 2.44273, 6.12338)
O (-2.36264, 1.85104, 6.73256)
O (-3.43642, 3.75223, 5.57943)
O (-4.73499, 2.32286, 7.11913)
H (-6.45077, 2.35643, 5.97688)
H (-6.40535, 1.09947, 7.23508)
H (-5.79292, 0.38132, 4.69211)
H (-4.73444, -0.19103, 6.00271)
C (-5.39770, -0.69755, 0.49860)
C (-4.00581, -1.24323, 0.25388)
O (-3.13774, -0.17856, 0.68385)
S (-3.79976, 0.59988, 1.90312)
O (-3.27502, 0.12393, 3.13486)
O (-3.77051, 1.99000, 1.61358)
O (-5.27386, 0.02990, 1.73537)
H (-5.70307, 0.00069, -0.28138)
H (-6.14651, -1.47688, 0.60345)
H (-3.81741, -1.47451, -0.79007)
H (-3.80190, -2.12290, 0.86650)

2.
Computed, not measured: an isolated molecule of C4H5NO at a distorted geometry, with ωB97M-V/def2-TZVPD.

- 2S+1: 1
- Maximum force: 1.1 eV/Å
- Orbital gap: 0.3564 Eh
- LUMO: 0.54 eV

Element x y z (Å)
O (0.70333, -1.81364, 0.62576)
C (0.57066, -0.63381, 1.19599)
C (0.83635, 0.40542, 0.12832)
C (-0.58832, 0.89560, -0.23164)
C (-1.21311, 0.10512, -1.30311)
N (-1.71082, -0.50063, -2.15331)
H (0.45008, -2.47660, 1.28696)
H (-1.20061, 0.78505, 0.66802)
H (1.37206, 1.24157, 0.58883)
H (1.38533, 0.03853, -0.75039)
H (-0.59458, 1.95322, -0.51858)

3.
Computed, not measured: a structure of composition C27H45Cl2N2OPPd at a distorted geometry, with ωB97M-V/def2-TZVPD.

- 2S+1: 5
- Maximum force: 3.5 eV/Å
- Orbital gap (spin up / spin down): 0.2231 / 0.2385 Eh
- LUMO (spin up / spin down): 0.35 / -1.41 eV

Element x y z (Å)
P (-0.20044, 1.11253, -3.28798)
C (-1.85384, 0.36736, -3.47537)
C (-2.56538, 1.10000, -4.63162)
C (-3.98014, 0.55669, -4.85467)
C (-4.01484, -0.97196, -4.97784)
C (-3.29350, -1.66915, -3.81709)
C (-1.86216, -1.16332, -3.64352)
C (1.31032, 0.29231, -3.86859)
C (1.39219, 0.54687, -5.38084)
C (2.74198, 0.05223, -5.90477)
C (3.00690, -1.41305, -5.52865)
C (2.79410, -1.70706, -4.03371)
C (1.44223, -1.20357, -3.52838)
C (-0.10228, 2.88732, -2.90537)
C (-1.19629, 3.30497, -1.89786)
C (-1.17708, 4.82058, -1.69293)
C (0.20191, 5.36764, -1.31035)
C (1.35324, 4.80700, -2.15222)
C (1.28453, 3.29348, -2.36243)
H (-2.35900, 0.56934, -2.50305)
H (-1.96432, 0.96180, -5.54142)
H (-2.60094, 2.18070, -4.43413)
H (-4.40550, 1.01371, -5.75289)
H (-4.61109, 0.85988, -4.00857)
H (-5.05287, -1.32081, -5.02348)
H (-3.54562, -1.27168, -5.92317)
H (-3.84151, -1.48165, -2.88446)
H (-3.27937, -2.75226, -3.97783)
H (-1.39558, -1.62030, -2.75985)
H (-1.26868, -1.43578, -4.52815)
H (2.15763, 0.79407, -3.35346)
H (3.53912, 0.67730, -5.48096)
H (1.26013, 1.61405, -5.59981)
H (0.56787, 0.00476, -5.86736)
H (2.77338, 0.17665, -6.99051)
H (4.03191, -1.68495, -5.80600)
H (2.34589, -2.06096, -6.11933)
H (2.88308, -2.78224, -3.83995)
H (3.57934, -1.20491, -3.45273)
H (1.34163, -1.32625, -2.44175)
H (0.63546, -1.77315, -4.00443)
H (-0.27860, 3.35364, -3.89973)
H (-2.19553, 2.99912, -2.23736)
H (-1.01762, 2.76828, -0.95128)
H (-1.50326, 5.29003, -2.62828)
H (-1.91487, 5.09712, -0.93336)
H (0.38854, 5.14049, -0.25472)
H (0.19517, 6.46006, -1.39286)
H (2.31192, 5.07173, -1.69713)
H (1.33683, 5.28046, -3.14111)
H (2.08412, 2.99067, -3.05104)
H (1.44860, 2.74556, -1.41969)
Pd (0.14651, -0.96703, 1.24952)
Cl (1.84931, 0.47993, -0.02626)
Cl (-1.57892, 0.59223, 0.53442)
C (-0.49894, -2.08166, -0.12203)
H (-1.47599, -1.86210, -0.57305)
C (0.24037, -3.28114, -0.40160)
C (1.65124, -3.15880, -0.27735)
C (2.43235, -4.29550, -0.13880)
C (1.82248, -5.56057, -0.21747)
C (0.43672, -5.69321, -0.44415)
C (-0.36347, -4.56444, -0.57917)
H (2.08312, -2.15594, -0.22458)
H (3.50546, -4.18911, 0.04705)
H (-0.01567, -6.69026, -0.50233)
H (-1.44366, -4.62147, -0.74047)
H (2.43729, -6.45148, -0.09180)
C (0.59505, -0.80648, 5.65304)
N (1.05965, 0.33996, 4.91936)
C (1.30392, 0.26562, 3.59405)
N (1.59554, 1.40432, 2.95203)
O (1.25245, -0.87946, 3.02683)
H (-0.13999, -1.37844, 5.06760)
H (0.12933, -0.44248, 6.56966)
H (1.44255, -1.45942, 5.90718)
H (1.08373, 1.24758, 5.37102)
H (1.74725, 1.37185, 1.93948)
H (1.73619, 2.24357, 3.49300)

Look up the 2S+1 of the second one. 1